{"formula": "C33H45N5O4S3SiSr", "method": "the ωB97M-V functional and the def2-TZVPD basis", "elements": ["Sr", "C", "S", "C", "S", "N", "N", "C", "C", "C", "C", "C", "C", "N", "H", "H", "H", "H", "H", "H", "H", "H", "N", "C", "C", "C", "C", "C", "C", "C", "C", "C", "C", "C", "C", "H", "H", "H", "H", "H", "H", "H", "H", "H", "H", "C", "C", "C", "C", "O", "Si", "O", "O", "C", "C", "C", "C", "O", "C", "C", "C", "C", "H", "H", "H", "H", "H", "H", "H", "H", "H", "H", "H", "H", "H", "H", "H", "H", "H", "H", "H", "H", "H", "H", "H", "H", "H", "H", "H", "S", "C", "N"], "xyz": [[-6.6219, -14.6331, 11.8187], [-3.9809, -17.8373, 15.1449], [-5.3094, -17.0702, 16.1088], [-6.0634, -16.1655, 14.7852], [-5.5882, -14.4685, 14.8528], [-6.7400, -17.0147, 13.9689], [-7.6884, -16.6550, 13.1047], [-8.1936, -17.6852, 12.4216], [-8.9413, -17.6147, 11.1303], [-9.3812, -18.8766, 10.6621], [-9.5661, -19.0867, 9.3399], [-9.5508, -17.9551, 8.5210], [-9.6944, -16.6132, 9.0766], [-9.1366, -16.5251, 10.4042], [-3.1580, -18.0987, 15.8311], [-3.6050, -17.2182, 14.3694], [-4.4043, -18.7567, 14.8171], [-7.8749, -18.7076, 12.5505], [-9.5116, -19.6545, 11.4531], [-9.9441, -20.0509, 9.0258], [-9.5901, -18.1287, 7.4502], [-9.2102, -15.8253, 8.3442], [-5.7646, -12.3899, 10.7071], [-5.8800, -11.0949, 11.0119], [-4.6461, -10.3355, 10.9841], [-4.7080, -9.0427, 11.3961], [-5.9100, -8.3399, 11.3714], [-7.0999, -9.0534, 11.4502], [-7.0677, -10.4216, 11.5098], [-8.1263, -11.0600, 12.1890], [-9.5272, -10.8414, 12.0182], [-10.4774, -11.6273, 12.7188], [-10.0778, -12.6471, 13.6511], [-8.7644, -13.0608, 13.5639], [-7.7943, -12.1682, 12.9968], [-5.2175, -12.4538, 9.7982], [-6.7401, -12.3631, 13.2346], [-3.7060, -10.8737, 10.8587], [-3.7465, -8.6253, 11.7580], [-5.9809, -7.2825, 11.4887], [-7.9528, -8.3996, 11.2122], [-9.8561, -9.9795, 11.4340], [-11.5398, -11.5342, 12.4251], [-10.6894, -12.9980, 14.5531], [-8.3724, -14.0391, 13.9249], [-13.3250, -16.9424, 12.4727], [-13.5220, -17.3321, 10.9770], [-13.5485, -18.8480, 10.7122], [-14.6754, -16.6234, 10.2799], [-12.2312, -16.8192, 10.4015], [-11.6728, -16.2704, 8.9626], [-8.6335, -15.3775, 10.7980], [-12.2978, -17.2352, 7.8360], [-12.4681, -17.7068, 6.3851], [-13.9521, -17.5388, 6.1544], [-12.0234, -19.1486, 6.3715], [-11.6998, -16.7243, 5.5381], [-11.9668, -14.7288, 8.5186], [-12.1730, -13.4033, 9.1429], [-12.9417, -12.6671, 8.0714], [-10.8249, -12.7047, 9.2393], [-12.9832, -13.5014, 10.3729], [-14.1657, -17.2656, 13.1337], [-13.2703, -15.9030, 12.5987], [-12.3953, -17.4189, 12.8379], [-14.4942, -19.3258, 11.0739], [-12.6745, -19.3109, 11.2514], [-13.3486, -19.0184, 9.6403], [-15.5625, -17.1642, 10.5836], [-14.4654, -16.7014, 9.1791], [-14.8529, -15.5732, 10.5418], [-14.4886, -17.8930, 7.0153], [-14.3735, -18.0524, 5.3082], [-14.3141, -16.5125, 6.0443], [-11.9830, -19.6089, 7.3765], [-11.0266, -19.2914, 5.9311], [-12.7617, -19.7718, 5.8615], [-11.9974, -15.6661, 5.7226], [-11.7539, -17.0040, 4.4710], [-10.6330, -16.8036, 5.7698], [-12.3235, -12.6229, 7.1173], [-13.1037, -11.6352, 8.3350], [-13.8938, -13.1883, 7.9575], [-10.3361, -12.5384, 8.2707], [-10.0974, -13.3537, 9.7761], [-10.8647, -11.7945, 9.7248], [-13.9563, -13.9416, 10.0554], [-13.1854, -12.5026, 10.7393], [-12.5267, -14.1695, 11.0696], [-4.3058, -18.8688, 10.9367], [-4.5648, -17.2680, 11.1319], [-4.7022, -16.0580, 11.3765]], "atomic_forces_ev_per_a": [[-0.0208, 0.7554, -0.1697], [0.0945, -0.7337, 1.6825], [0.6605, -0.1984, 0.6091], [-1.0042, -0.1717, -1.8382], [-1.2160, -1.1378, -0.9790], [1.3053, 0.2225, 3.4087], [-0.8686, -0.8510, -2.3382], [0.7081, 2.5822, -0.4007], [-0.6512, -0.7705, 0.8006], [0.4095, -0.3767, 3.8431], [-1.2963, 1.8295, -2.3455], [0.4046, -3.1833, -0.2693], [-1.6506, 2.1542, -2.1807], [1.1988, -0.8850, 0.8264], [-0.2407, 0.2499, -0.1155], [0.0728, 0.5881, -0.7461], [-0.0079, -0.6317, -0.9286], [0.3086, -0.1179, 0.8438], [0.3711, 0.5177, -0.9485], [0.6218, -0.2203, -0.5445], [0.0074, 0.3804, 0.0160], [-0.5109, -1.1531, 1.6666], [-0.8325, -1.2874, -1.7541], [0.9776, 0.1525, 0.3331], [-1.2958, 0.0580, 0.4655], [1.9470, 0.6916, -0.2395], [-0.4996, -0.1651, 0.7421], [1.2384, 2.2595, -1.5027], [1.1521, -0.0155, -0.6105], [-2.2736, -2.7856, 0.6851], [-0.0017, -0.5913, 0.9423], [0.5718, 0.2509, 0.2131], [-0.8569, 0.3185, -0.0697], [1.8818, 0.9515, 0.1402], [-0.8582, -0.9180, -0.1151], [-0.2936, -0.0303, 1.9016], [-0.3531, -0.0304, -0.3589], [-0.3485, 0.0961, 0.1818], [-0.6357, 0.3920, -0.6364], [0.2824, 0.6606, -0.0213], [-0.3535, -0.8270, 1.1023], [-0.0660, -0.5055, -0.2337], [0.5389, 0.3668, 0.7501], [0.2681, -0.0375, -2.1236], [-0.5668, 1.0199, 0.6054], [-0.7930, -2.3904, -0.0530], [2.1035, 1.3023, 0.0094], [0.7709, -0.1500, 0.6941], [0.2309, -0.2824, -0.5312], [-1.4003, -0.1825, 0.5501], [2.3045, -0.2891, 0.8009], [0.0661, 1.3774, -0.3877], [-0.9399, -1.1137, -2.3056], [-0.1417, 1.9833, 2.7901], [-0.9588, 0.3469, 0.1953], [0.2093, -1.0250, 0.1401], [1.0076, 0.0490, -0.5094], [-0.7460, 1.1308, 0.6069], [1.3771, -0.3512, -2.6268], [0.3529, -0.0665, -1.2763], [1.4559, -2.8226, -0.1412], [-1.2651, -0.3975, -0.4814], [0.4021, -0.0987, -0.5541], [0.3194, 1.5374, -0.1051], [-0.4508, 0.3246, -0.2074], [0.6745, 0.3916, -0.4320], [-0.8571, 0.4156, -0.4352], [-0.4309, 0.0118, 0.3653], [-0.5450, -0.1621, -0.3641], [-0.6200, 0.0301, 0.8995], [0.4527, -0.3556, 0.0915], [-0.1892, -0.4797, 0.5206], [0.2520, -0.5313, -0.6280], [0.6453, 0.2081, 0.0669], [0.0662, 0.7431, -0.2639], [-0.3260, 0.0739, 0.0130], [0.1567, 0.0830, -0.4610], [-0.0435, -0.8990, -0.2036], [-0.3286, 0.2943, 0.2437], [-0.0390, 0.0734, 0.1596], [-0.9792, -0.4096, 1.0392], [-0.2525, 0.4820, 0.3474], [-0.0706, 0.2059, -0.5052], [-0.5149, -0.1406, -0.0710], [-0.4302, 0.3946, 0.0283], [-0.2878, 1.9490, 1.1627], [0.5693, 0.3306, 0.4063], [0.1151, 0.1245, 0.4733], [0.3087, -0.1533, 0.8428], [-0.0705, 0.2708, -0.1151], [-0.3765, 5.4224, 1.5046], [0.8975, -6.1289, -1.5821]], "charge": -2, "max_force_ha_per_bohr": 0.124, "orbital_gap_ev": [4.308, 4.305], "de_lowest_kj_mol": 238.3, "homo_ev": [-0.62, -0.62]}

---

{"formula": "C6H13NO2", "method": "the ωB97M-V functional and the def2-TZVPD basis", "elements": ["C", "C", "C", "C", "O", "H", "H", "H", "H", "H", "H", "H", "H", "C", "C", "N", "O", "H", "H", "H", "H", "H"], "xyz": [[1.2929, 2.1519, -0.9653], [0.7809, 0.9275, -1.0025], [-0.8113, 0.6705, -1.0651], [-1.2282, -0.7150, -1.5437], [-1.3095, 0.9682, 0.2426], [2.3064, 2.3496, -1.2889], [0.7461, 2.9888, -0.5664], [1.3411, 0.0978, -1.4155], [-1.2205, 1.4265, -1.7628], [-2.3053, -0.8557, -1.4567], [-0.9513, -0.8448, -2.5896], [-0.7359, -1.4958, -0.9700], [-2.2698, 0.8930, 0.2346], [-0.2910, -1.5730, 2.0444], [0.8645, -1.2118, 1.1441], [1.2798, 0.1108, 1.2378], [1.3721, -1.9799, 0.3592], [-1.0135, -0.7600, 2.0973], [0.0965, -1.7889, 3.0494], [-0.7809, -2.4602, 1.6606], [0.6352, 0.7652, 1.6666], [2.2017, 0.3352, 0.8900]], "atomic_forces_ev_per_a": [[0.0816, -0.2372, 0.0030], [-2.3339, 0.2184, -2.4491], [1.3866, 0.7811, 0.5389], [0.5017, 0.1334, 0.1409], [-0.1971, -0.0666, 0.2006], [0.1818, -0.1112, 0.3300], [-0.3343, 0.2571, -0.1985], [0.2194, -0.0639, 0.1921], [0.2741, -0.2627, 0.2075], [-0.0950, 0.1420, -0.0281], [-0.0065, -0.0038, -0.0497], [0.0520, -0.0712, 0.0515], [0.0148, 0.0240, -0.0566], [0.0602, -0.0846, 0.1224], [-0.0083, 1.4377, 0.1257], [-0.2640, -1.8904, 1.2113], [0.4240, -0.4913, -0.0376], [0.0631, 0.0256, 0.0858], [-0.1200, 0.0928, -0.2176], [-0.0191, -0.1323, -0.0351], [0.6865, 0.0479, -0.2029], [-0.5676, 0.2550, 0.0656]], "max_force_ha_per_bohr": 0.066, "orbital_gap_ev": 9.482, "de_lowest_kj_mol": 180.5, "smiles": "C=C[C@@H](C)O.CC(N)=O", "homo_ev": -8.78}

---

{"formula": "C17H33F3N11O20PS", "method": "the ωB97M-V functional and the def2-TZVPD basis", "elements": ["O", "P", "C", "C", "C", "C", "N", "S", "N", "C", "C", "C", "O", "C", "F", "F", "F", "H", "H", "H", "H", "H", "H", "C", "N", "O", "O", "H", "H", "H", "C", "N", "O", "O", "H", "H", "H", "C", "N", "O", "O", "H", "H", "H", "C", "N", "O", "O", "H", "H", "H", "C", "N", "O", "O", "H", "H", "H", "C", "N", "O", "O", "H", "H", "H", "C", "N", "O", "O", "H", "H", "H", "C", "N", "O", "O", "H", "H", "H", "C", "N", "O", "O", "H", "H", "H"], "xyz": [[1.4860, -3.1924, -0.5619], [0.2812, -2.9149, -1.5079], [-0.4207, -1.2080, -1.0090], [-1.9441, -1.1994, -0.5695], [-2.6983, 0.0998, -0.1616], [-1.8237, 1.4246, -0.1839], [-2.3683, 2.7509, 0.1498], [-0.9896, 3.7226, -0.0617], [0.3301, 2.7397, -0.5553], [-0.2880, 1.4164, -0.6133], [0.4506, 0.0968, -1.0486], [1.9747, 0.0900, -1.5237], [2.9071, 0.7141, -0.5993], [3.4124, -0.1984, 0.3542], [2.4515, -0.5858, 1.3431], [4.0633, -1.3292, -0.1884], [4.4237, 0.5217, 1.0910], [0.8629, -2.7063, -2.8211], [-0.7128, -3.9442, -1.5076], [-2.5701, -2.1681, -0.5223], [-3.8014, 0.1251, 0.1356], [2.2389, -0.9773, -1.8317], [2.0161, 0.7231, -2.4938], [2.4873, 4.4857, 2.5997], [1.0296, 4.7500, 2.4917], [0.6803, 5.8967, 2.2544], [0.2853, 3.7950, 2.6476], [3.0265, 5.4164, 2.4391], [2.6774, 4.0980, 3.5985], [2.7455, 3.7537, 1.8346], [0.1302, -7.2902, -1.1157], [-1.3304, -7.0362, -1.2263], [-1.6847, -5.8878, -1.4577], [-2.0705, -7.9933, -1.0779], [0.6622, -6.3520, -1.2694], [0.3203, -7.6817, -0.1198], [0.3968, -8.0152, -1.8838], [3.8217, 4.7423, -1.4832], [3.3767, 6.0328, -0.8950], [3.4989, 6.1712, 0.3134], [2.9204, 6.8611, -1.6652], [4.2022, 4.1058, -0.6864], [2.9563, 4.2846, -1.9623], [4.6040, 4.9631, -2.2067], [-7.6039, 0.3917, -1.2871], [-6.2971, 0.6638, -0.6339], [-6.2221, 0.4790, 0.5728], [-5.3907, 1.0530, -1.3523], [-8.3104, 0.0549, -0.5318], [-7.9423, 1.3205, -1.7441], [-7.4420, -0.3827, -2.0365], [-10.1437, 2.8176, 1.8812], [-9.9030, 2.8626, 0.4153], [-9.7565, 3.9599, -0.0956], [-9.8692, 1.7907, -0.1718], [-10.1478, 3.8354, 2.2674], [-11.1100, 2.3403, 2.0408], [-9.3369, 2.2380, 2.3290], [3.9854, -8.3912, 1.4433], [2.5002, -8.3532, 1.4108], [1.9285, -7.9247, 2.3984], [1.9588, -8.7562, 0.3905], [4.3254, -8.0062, 2.4031], [4.2902, -9.4293, 1.3140], [4.3480, -7.7675, 0.6269], [-1.8874, -5.3682, -5.6263], [-1.0050, -4.7562, -4.5993], [-0.1594, -5.4723, -4.0863], [-1.1917, -3.5768, -4.3433], [-1.6092, -6.4134, -5.7502], [-2.9137, -5.2815, -5.2711], [-1.7419, -4.8174, -6.5550], [1.7443, 6.1942, 6.3217], [2.5482, 4.9447, 6.2739], [3.4513, 4.8888, 5.4510], [2.2460, 4.0647, 7.0619], [2.1229, 6.8843, 5.5694], [0.7088, 5.9266, 6.1135], [1.8512, 6.6156, 7.3206], [6.8010, 1.9854, -0.6712], [6.9136, 3.4085, -1.0859], [6.4249, 3.7210, -2.1626], [7.4870, 4.1624, -0.3179], [6.2706, 1.4347, -1.4463], [7.8120, 1.5988, -0.5465], [6.2486, 1.9589, 0.2673]], "atomic_forces_ev_per_a": [[-2.5556, 0.0483, -1.8019], [3.8076, 1.4518, 2.3036], [-1.2386, 3.1057, 0.3334], [-0.1267, 3.9297, 0.5989], [4.4355, -1.2037, -1.2466], [-0.3978, -0.3618, -0.2104], [5.1844, -3.1074, -1.7528], [0.0304, -1.9351, -0.4154], [-4.9903, -2.7434, 0.6774], [-0.4090, 0.1226, 0.2829], [-3.4094, -1.4511, 1.1049], [-2.0727, -0.0015, -1.7536], [0.5229, -2.9763, 1.4801], [0.7047, 0.6850, 1.6011], [2.5306, 0.6813, -2.9825], [-1.9447, 2.6960, 1.3124], [-2.3393, -1.6695, -1.8222], [-1.1005, -0.2806, 0.5448], [0.1376, 0.8709, -0.2876], [1.4093, 1.6325, -0.2288], [2.0048, -0.0231, -0.4490], [-0.0151, 1.4693, 0.8577], [0.1081, -0.8514, 1.7793], [0.3229, 0.1031, 0.0126], [0.0303, 0.1336, -0.0347], [-0.1282, -0.6355, 0.1487], [0.1544, 0.5183, 0.0491], [-0.2070, -0.1621, 0.0248], [-0.0841, -0.1400, -0.2603], [-0.1167, -0.0090, 0.1215], [0.0636, 0.3576, -0.0412], [-0.0001, -0.1391, -0.0689], [-0.3276, -0.5194, 0.1014], [0.2447, 0.7275, -0.1604], [-0.1631, -0.0774, -0.0070], [-0.2129, -0.0413, -0.2744], [-0.0893, -0.0404, 0.2032], [-0.0309, -0.1642, -0.0316], [-0.1520, 0.2298, 0.0832], [-0.0711, 0.1602, -0.6803], [0.2495, -0.3901, 0.5450], [-0.1175, 0.1895, -0.0522], [0.0750, 0.1107, 0.0095], [-0.2241, 0.0308, 0.0641], [-0.2409, -0.2152, -0.0131], [0.0820, 0.0540, -0.0347], [0.2247, 0.1341, -0.5254], [-0.4732, -0.1808, 0.4965], [0.2239, 0.0979, -0.0947], [0.0979, -0.1582, -0.0144], [0.0898, 0.1859, -0.0053], [-0.0339, 0.1610, 0.3154], [0.0258, 0.3200, -0.2371], [-0.0496, -0.7498, 0.0982], [-0.1376, 0.6403, 0.2285], [0.0259, -0.1330, -0.1775], [0.1760, -0.0718, -0.0420], [-0.1482, -0.0522, -0.0944], [0.3073, 0.0692, 0.1623], [-0.1808, 0.1103, 0.3297], [0.1187, -0.3065, -0.7163], [0.4715, -0.0336, 0.7037], [-0.1751, -0.0387, -0.1352], [-0.0655, 0.1329, -0.1259], [-0.0711, -0.1676, 0.0112], [-0.0976, -0.2888, -0.1758], [0.2019, -0.0380, 0.2080], [-0.3371, 0.5573, -0.1405], [0.1378, -0.6145, -0.0411], [0.0328, 0.1894, 0.1061], [0.1254, 0.1210, -0.0684], [-0.0990, 0.0427, 0.1607], [-0.0478, 0.3429, -0.1617], [0.1464, -0.2790, 0.1459], [-0.3407, -0.0873, 0.5790], [0.2656, 0.4440, -0.5211], [0.0015, -0.1855, 0.0849], [0.1050, -0.0144, 0.1452], [-0.1066, -0.1482, -0.0702], [-0.1249, -0.3004, -0.0753], [0.1855, 0.2214, -0.0407], [0.4732, -0.0872, 0.4553], [-0.4010, -0.3072, -0.5375], [0.0596, 0.1748, 0.0856], [-0.1114, 0.1158, 0.1118], [0.1719, 0.0123, -0.0572]], "max_force_ha_per_bohr": 0.122, "orbital_gap_ev": 7.388, "smiles": "O=[PH2]c1ccc2nsnc2c1COC(F)(F)F.C[N+](=O)[O-].C[N+](=O)[O-].C[N+](=O)[O-].C[N+](=O)[O-].C[N+](=O)[O-].C[N+](=O)[O-].C[N+](=O)[O-].C[N+](=O)[O-].C[N+](=O)[O-]", "homo_ev": -8.55}